{"formula": "C13H21N2", "method": "wB97M-V/def2-TZVPD", "homo_ev": -10.89, "multiplicity": 1, "lumo_energy_ev": -4.668, "total_charge": 1, "homo_lumo_gap_ha": 0.22882, "smiles": "C=[NH+]C(C)(C)C(C)(C)Nc1ccccc1", "relative_energy_kj_mol": 392.4, "symbols": ["C", "N", "C", "C", "C", "C", "C", "C", "N", "C", "C", "C", "C", "C", "C", "H", "H", "H", "H", "H", "H", "H", "H", "H", "H", "H", "H", "H", "H", "H", "H", "H", "H", "H", "H", "H"], "xyz": [[1.13, -2.55, -0.53], [0.93, -1.38, -0.08], [1.66, -0.13, -0.27], [3.09, -0.34, 0.44], [1.96, 0.07, -1.78], [0.79, 0.96, 0.40], [1.40, 2.28, 0.01], [0.69, 0.79, 1.90], [-0.55, 1.05, -0.18], [-1.70, 0.35, -0.07], [-2.09, -0.71, 0.84], [-3.33, -1.30, 0.85], [-4.34, -0.81, 0.04], [-4.01, 0.12, -0.95], [-2.74, 0.67, -1.00], [0.43, -3.34, -0.19], [1.77, -3.05, -1.31], [0.14, -1.32, 0.51], [3.30, 0.41, 1.23], [3.92, -0.28, -0.26], [3.09, -1.38, 0.92], [1.09, 0.49, -2.25], [2.16, -0.93, -2.26], [2.82, 0.89, -2.06], [0.78, 3.07, 0.35], [1.26, 2.31, -1.09], [2.49, 2.30, 0.13], [0.06, 1.44, 2.63], [1.72, 0.97, 2.44], [0.66, -0.30, 2.27], [-0.83, 1.88, -0.67], [-1.33, -0.88, 1.58], [-3.65, -2.13, 1.53], [-5.33, -1.14, 0.20], [-4.82, 0.49, -1.54], [-2.59, 1.43, -1.80]], "mulliken_charge": [0.064, 0.118, 1.308, -1.385, -1.399, 0.495, -1.814, -1.351, -0.031, 0.947, 0.197, -1.126, -0.440, -0.768, -0.466, 0.260, 0.282, -0.322, 0.356, 0.346, 0.349, 0.433, 0.368, 0.337, 0.548, 0.528, 0.298, 0.309, 0.321, 0.330, 0.266, 0.298, 0.299, 0.437, 0.372, 0.236]}

{"formula": "C3H9O2PS2", "method": "wB97M-V/def2-TZVPD", "homo_ev": -8.58, "multiplicity": 1, "lumo_energy_ev": 0.487, "homo_lumo_gap_ha": 0.33308, "smiles": "CC(C)=O.OP(S)S", "relative_energy_kj_mol": 118.5, "symbols": ["C", "C", "C", "O", "H", "H", "H", "H", "H", "H", "O", "P", "S", "S", "H", "H", "H"], "xyz": [[-0.58, 1.86, 0.38], [0.39, 1.04, -0.38], [1.79, 1.12, 0.26], [0.09, 0.33, -1.31], [-1.08, 1.20, 1.16], [0.02, 2.66, 0.85], [-1.23, 2.40, -0.30], [1.64, 1.36, 1.25], [2.24, 2.13, -0.03], [2.58, 0.33, 0.15], [0.18, -2.05, 0.48], [0.25, -3.13, -0.74], [-0.45, -5.08, -0.16], [-1.50, -2.57, -1.87], [-0.55, -1.74, 1.00], [0.75, -5.59, 0.29], [-1.09, -1.26, -1.71]], "mulliken_charge": [-0.946, 0.794, -1.258, -0.588, 0.219, 0.338, 0.327, 0.447, 0.369, 0.288, -0.356, 0.312, -0.318, -0.307, 0.302, 0.158, 0.220]}

{"formula": "C5H5N", "method": "wB97M-V/def2-TZVPD", "homo_ev": [-8.65, -8.64], "multiplicity": 1, "lumo_energy_ev": [-0.539, -0.538], "homo_lumo_gap_ha": [0.29796, 0.29787], "relative_energy_kj_mol": 890.8, "symbols": ["C", "C", "C", "C", "C", "N", "H", "H", "H", "H", "H"], "xyz": [[-1.00, -0.62, 0.35], [-0.92, 0.89, 0.34], [-0.07, -0.75, -0.81], [0.48, 0.50, -0.22], [0.77, -0.86, 0.38], [-0.29, -1.18, 1.31], [-1.49, 1.46, -0.52], [-0.99, 1.47, 1.39], [-0.11, -0.82, -1.90], [1.22, 1.18, -0.85], [2.40, -1.27, 0.52]], "mulliken_charge": [0.468, -0.489, -0.357, -0.264, -0.308, -0.579, 0.248, 0.275, 0.468, 0.322, 0.217]}

{"formula": "C15H35N5O5", "method": "wB97M-V/def2-TZVPD", "homo_ev": -8.96, "multiplicity": 1, "lumo_energy_ev": -0.024, "homo_lumo_gap_ha": 0.32853, "smiles": "CNC(C)=O.CNC(C)=O.CNC(C)=O.CNC(C)=O.CNC(C)=O", "relative_energy_kj_mol": 965.4, "symbols": ["C", "N", "C", "C", "O", "H", "H", "H", "H", "H", "H", "H", "C", "N", "C", "C", "O", "H", "H", "H", "H", "H", "H", "H", "C", "N", "C", "C", "O", "H", "H", "H", "H", "H", "H", "H", "C", "N", "C", "C", "O", "H", "H", "H", "H", "H", "H", "H", "C", "N", "C", "C", "O", "H", "H", "H", "H", "H", "H", "H"], "xyz": [[4.51, 5.48, 1.36], [3.97, 4.10, 1.65], [3.26, 3.35, 0.82], [2.83, 2.01, 1.17], [3.02, 3.77, -0.33], [4.10, 6.41, 1.89], [4.34, 5.77, 0.26], [5.60, 5.64, 1.49], [4.03, 3.75, 2.71], [1.92, 1.85, 1.74], [3.30, 1.49, 1.87], [2.79, 1.30, 0.29], [-2.03, -2.59, 5.85], [-2.19, -2.53, 4.31], [-2.83, -3.54, 3.70], [-2.78, -3.57, 2.16], [-3.41, -4.46, 4.12], [-2.74, -3.28, 6.31], [-1.98, -1.70, 6.47], [-1.16, -2.95, 6.32], [-1.63, -1.71, 4.02], [-3.06, -4.71, 1.53], [-1.64, -3.45, 1.73], [-3.17, -2.64, 1.84], [-1.75, 0.06, 2.28], [-0.81, -0.50, 3.25], [0.30, -1.21, 2.92], [1.38, -1.48, 4.02], [0.59, -1.42, 1.69], [-2.13, 0.86, 2.88], [-2.43, -0.71, 1.80], [-1.46, 0.34, 1.35], [-0.72, -0.13, 4.27], [1.41, -2.53, 3.99], [1.06, -1.44, 5.08], [2.39, -0.93, 3.84], [0.04, 0.63, -1.39], [-0.66, -0.52, -1.08], [-1.60, -1.16, -1.88], [-2.27, -2.40, -1.11], [-1.96, -0.69, -2.82], [0.84, 0.57, -2.28], [0.53, 1.14, -0.43], [-0.49, 1.37, -1.81], [-0.24, -0.99, -0.27], [-1.48, -3.28, -1.18], [-3.17, -2.56, -1.71], [-2.56, -2.08, -0.11], [0.64, 2.28, -8.39], [-0.01, 1.15, -7.75], [0.18, 0.77, -6.41], [-0.75, -0.22, -5.85], [1.19, 1.13, -5.73], [0.15, 3.06, -7.68], [0.32, 2.27, -9.28], [1.73, 2.10, -8.30], [-0.74, 0.79, -8.18], [-1.49, -0.05, -5.12], [0.09, -0.89, -5.09], [-1.15, -1.06, -6.80]], "mulliken_charge": [-0.782, -0.233, 0.639, -1.354, -0.663, 0.273, 0.283, 0.290, 0.248, 0.349, 0.728, 0.244, -1.228, -0.040, 0.462, -0.506, -0.572, 0.379, 0.399, 0.413, 0.270, 0.252, 0.188, 0.131, -0.800, -0.349, 0.665, -1.175, -0.646, 0.413, -0.040, 0.270, 0.388, 0.397, 0.365, 0.235, -0.876, 0.109, 0.432, -0.362, -0.488, 0.266, 0.061, 0.447, 0.180, 0.262, 0.371, -0.312, -0.875, -0.205, 0.689, -0.741, -0.632, 0.268, 0.444, 0.224, 0.179, 0.309, 0.138, 0.218]}

Number 3 is which compound?
C5H5N